# 1
{"formula": "C6H14O3", "method": "ωB97M-V/def2-TZVPD", "species": ["O", "O", "O", "C", "C", "C", "C", "C", "C", "H", "H", "H", "H", "H", "H", "H", "H", "H", "H", "H", "H", "H", "H"], "coordinates": [[0.53092, -1.84256, -1.58524], [-1.10654, -1.48250, 0.35462], [0.00252, 0.40800, -2.06060], [-0.74929, -0.49427, 1.16206], [2.19879, -0.14368, -1.18752], [1.00588, -0.46961, -2.07946], [-1.62420, -0.39478, 2.38663], [-0.21527, 2.18543, 0.78687], [-0.96502, 1.17437, 0.33715], [-1.32558, 0.44400, 3.01073], [0.32467, -0.44149, 1.37114], [2.96656, -0.91140, -1.26784], [1.34448, -0.65384, -3.11275], [2.61382, 0.81516, -1.49615], [-0.42754, 0.73372, -0.92329], [-2.66649, -0.28009, 2.09179], [-2.02462, 1.33684, 0.16082], [-0.60190, 3.18668, 0.92775], [-0.42714, -1.63730, -0.42232], [1.88921, -0.06938, -0.14486], [-0.05370, -2.18931, -2.27070], [-1.52710, -1.32430, 2.95293], [0.83754, 2.05031, 1.00824]], "relative_energy_kcal_mol": 87.5, "energy_ev": -12588.303, "max_force_ev_per_a": 3.3, "multiplicity": 1}

=====

# 2
{"formula": "C6H14O3", "method": "ωB97M-V/def2-TZVPD", "species": ["O", "O", "O", "C", "C", "C", "C", "C", "C", "H", "H", "H", "H", "H", "H", "H", "H", "H", "H", "H", "H", "H", "H"], "coordinates": [[-0.32028, 2.50108, 1.01298], [-2.04861, 0.17878, -1.86527], [2.04094, 2.20410, -1.97143], [-0.15023, 1.26657, 1.64543], [0.21537, -0.97186, 0.80746], [-0.83069, 1.07616, 2.77786], [0.61686, 0.27958, 0.86774], [0.81595, -2.11905, -0.02169], [-0.11800, -2.40684, -1.18998], [-0.17044, -3.48743, -1.38247], [2.42463, 2.79360, -1.28521], [0.95354, -2.97258, 0.63278], [-1.22438, -0.32185, -1.92296], [1.37157, 0.75742, 0.24756], [1.84473, -1.79875, -0.23192], [-1.35903, 1.89570, 3.25125], [-2.02319, 0.99013, -2.34122], [-1.05611, 2.92576, 1.46510], [-0.43785, -1.48505, 1.51262], [1.20107, 2.55851, -2.32158], [-1.13680, -2.07260, -0.97553], [0.16155, -2.02614, -2.16764], [-0.77060, 0.23476, 3.45613]], "smiles": "C=C(O)/C=C/CC.O.O", "relative_energy_kcal_mol": 58.1, "energy_ev": -12589.577, "max_force_ev_per_a": 2.9, "multiplicity": 1}

=====

# 3
{"formula": "C6H14O4", "method": "ωB97M-V/def2-TZVPD", "species": ["O", "O", "O", "O", "C", "C", "C", "C", "C", "C", "H", "H", "H", "H", "H", "H", "H", "H", "H", "H", "H", "H", "H", "H"], "coordinates": [[1.89457, 1.98668, -0.96438], [-0.29121, -1.98328, -1.02790], [-1.24098, 0.70272, -1.66836], [-0.10314, -1.74132, 1.20404], [-1.67992, 0.92129, -0.39354], [-2.66234, -0.06155, 0.18610], [1.70412, -1.02354, -0.20406], [0.50556, -1.55559, -0.00792], [2.60004, -0.50835, 0.88275], [-1.27268, 1.99366, 0.27525], [0.49058, -1.45955, 1.90740], [3.17844, 0.32972, 0.50164], [3.29854, -1.27905, 1.20951], [-1.22719, -0.24121, -1.85372], [-3.59610, 0.44930, 0.43409], [2.03916, -0.16460, 1.75347], [-0.99649, -2.51287, -0.62873], [-2.26638, -0.51311, 1.10259], [-2.88712, -0.85445, -0.53205], [-1.65745, 2.20558, 1.25569], [1.30980, 1.66846, -0.27328], [-0.60520, 2.71589, -0.16021], [2.06422, -0.96157, -1.21564], [1.40117, 1.88673, -1.78273]], "smiles": "CC=C(O)O.C=C(C)O.O", "relative_energy_kcal_mol": 48.2, "energy_ev": -14637.881, "max_force_ev_per_a": 0.5, "multiplicity": 1}

=====

# 4
{"formula": "C6H14O5", "method": "ωB97M-V/def2-TZVPD", "species": ["O", "O", "O", "O", "O", "C", "C", "C", "C", "C", "C", "H", "H", "H", "H", "H", "H", "H", "H", "H", "H", "H", "H", "H", "H"], "coordinates": [[1.04908, 0.64974, 0.01229], [-2.11927, -1.25653, 0.02947], [4.85618, 2.08370, 0.10332], [2.32645, 0.21653, 0.02132], [3.61991, 2.52366, 0.07183], [-1.63388, 0.73335, -1.27337], [-1.61211, 0.78693, 1.23211], [0.18681, -0.50525, -0.00819], [-1.31453, -0.06609, -0.00667], [0.51958, -1.33143, 1.22748], [0.53997, -1.29350, -1.26280], [0.41565, -0.72870, 2.12657], [0.47788, -0.66012, -2.14398], [-0.95052, 1.57337, -1.37837], [-2.65072, 1.11857, -1.24442], [-3.06409, -1.00230, 0.07814], [-1.55268, 0.10973, -2.16045], [3.07375, 1.70358, 0.05480], [-0.11031, -2.15618, -1.39340], [1.56220, -1.64499, 1.18129], [-0.90783, 1.61630, 1.30985], [-0.12111, -2.20973, 1.30393], [-2.62471, 1.18811, 1.18372], [1.57319, -1.63076, -1.19932], [-1.53888, 0.18200, 2.13485]], "relative_energy_kcal_mol": 144.6, "energy_ev": -16679.004, "max_force_ev_per_a": 2.3, "multiplicity": 1}

=====

# 5
{"formula": "C6H14OSi", "method": "ωB97M-V/def2-TZVPD", "species": ["Si", "O", "C", "C", "C", "C", "C", "C", "H", "H", "H", "H", "H", "H", "H", "H", "H", "H", "H", "H", "H", "H"], "coordinates": [[0.94624, 0.15387, 0.25871], [-0.30885, 0.89807, 1.13238], [-1.42673, -0.59786, -1.16063], [-2.20257, -0.32051, 0.07832], [1.90206, 1.35279, -0.76733], [1.99556, -0.78629, 1.45552], [-0.02677, -1.10832, -0.85247], [-1.65219, 0.97211, 0.70082], [2.57087, 0.89723, -1.51025], [1.50555, -0.64822, 2.42839], [2.40388, 1.86836, 0.06906], [2.88763, -0.15556, 1.53464], [2.40574, -1.83324, 1.24089], [-2.04395, -1.18463, 0.69185], [-1.98487, -1.25253, -1.78315], [-1.65894, 1.72562, -0.14976], [-2.27131, 1.36435, 1.54432], [-1.31138, 0.37099, -1.70664], [0.60296, -1.54159, -1.66733], [-0.16402, -1.95743, -0.15796], [1.12881, 1.99857, -1.23997], [-3.29773, -0.21580, -0.13940]], "smiles": "C[Si]1(C)CCCCO1", "relative_energy_kcal_mol": 12.2, "energy_ev": -16375.314, "max_force_ev_per_a": 3.1, "multiplicity": 1}

=====

# 6
{"formula": "C6H14OSi", "method": "ωB97M-V/def2-TZVPD", "species": ["Si", "O", "C", "C", "C", "C", "C", "C", "H", "H", "H", "H", "H", "H", "H", "H", "H", "H", "H", "H", "H", "H"], "coordinates": [[-0.60032, 0.17168, -0.57422], [1.07585, 0.01787, -0.61241], [-0.45051, -2.48510, 0.16491], [1.80975, -0.28763, 1.61827], [-1.11425, 1.53517, 0.55042], [-1.04841, 0.68112, -2.31015], [-1.24888, -1.50094, -0.19064], [1.81444, 0.60523, 0.42120], [-2.07206, 1.33446, 1.03909], [0.74465, -0.44781, 1.89199], [-2.32008, -1.59012, -0.08796], [1.36365, 1.58476, 0.66095], [-0.72744, 1.67822, -2.60123], [-2.13748, 0.66567, -2.40202], [0.61273, -2.43394, -0.01785], [2.25001, -1.27769, 1.44856], [-0.66284, 0.00493, -3.04690], [-0.36941, 1.80553, 1.29735], [-1.17636, 2.39585, -0.12705], [2.80468, 0.80191, -0.02445], [2.32394, 0.18779, 2.43313], [-0.87165, -3.44698, 0.46903]], "smiles": "C=C[Si](C)(C)OCC", "relative_energy_kcal_mol": 22.2, "energy_ev": -16374.882, "max_force_ev_per_a": 2.0, "multiplicity": 1}

=====

# 7
{"formula": "C6H14P2", "method": "ωB97M-V/def2-TZVPD", "species": ["P", "P", "C", "C", "C", "C", "C", "C", "H", "H", "H", "H", "H", "H", "H", "H", "H", "H", "H", "H", "H", "H"], "coordinates": [[-1.55167, -0.39440, -0.81840], [-2.73135, 1.06856, 0.21925], [-1.98310, -1.83386, 0.27105], [2.40717, -0.21798, -0.11442], [-0.13145, 0.03375, 0.24852], [0.48484, 1.34107, -0.28769], [1.09020, -0.95200, 0.09423], [2.04333, 1.25293, -0.11428], [-3.78655, 0.82664, -0.67413], [-3.08698, -1.81386, 0.33886], [1.15397, -1.48241, 1.08042], [0.04346, 1.61507, -1.32564], [-0.46994, 0.22173, 1.35179], [2.60033, 1.87495, -0.93493], [3.08828, -0.52042, 0.79313], [0.18596, 2.16770, 0.30365], [0.97799, -1.62968, -0.72254], [-2.12074, 1.99677, -0.64792], [-1.75069, -1.81077, 1.30934], [3.02508, -0.51706, -0.99425], [-1.75432, -2.77737, -0.21472], [2.26620, 1.55066, 0.83869]], "smiles": "CP(#[PH2])C1CCCC1", "relative_energy_kcal_mol": 19.4, "energy_ev": -25024.908, "max_force_ev_per_a": 4.0, "multiplicity": 1}

=====

# 8
{"formula": "C6H14Si", "method": "ωB97M-V/def2-TZVPD", "species": ["Si", "C", "C", "C", "C", "C", "C", "H", "H", "H", "H", "H", "H", "H", "H", "H", "H", "H", "H", "H", "H"], "coordinates": [[-1.41372, -0.70848, -1.05409], [1.10582, 0.83220, 2.76589], [0.73791, -1.85953, -2.64029], [-0.90033, 1.80297, 1.59605], [-0.17596, -0.64512, -2.52712], [0.21452, -0.28828, 0.84700], [0.04941, 0.70766, 1.67713], [0.81831, -2.28106, -1.62472], [-0.56551, 2.59786, 2.27342], [0.43897, 0.31519, -2.27407], [1.78217, 1.47647, 2.41395], [-0.52108, -0.30910, -3.52291], [-0.85085, 2.19433, 0.51658], [-2.18177, 0.57936, -0.79593], [1.76727, -1.56808, -2.90277], [0.82649, -1.07888, 1.03626], [-1.92293, 1.64036, 1.81323], [0.42915, -2.61083, -3.34358], [-2.04476, -2.08519, -1.04674], [0.81206, 1.32506, 3.68535], [1.59484, -0.03691, 3.10739]], "relative_energy_kcal_mol": 80.1, "energy_ev": -14323.096, "max_force_ev_per_a": 5.7, "multiplicity": 1}

=====

# 9
{"formula": "C6H14Si", "method": "ωB97M-V/def2-TZVPD", "species": ["Si", "C", "C", "C", "C", "C", "C", "H", "H", "H", "H", "H", "H", "H", "H", "H", "H", "H", "H", "H", "H"], "coordinates": [[1.84498, -0.17703, -0.72624], [-1.62692, 0.49281, -0.15330], [-0.75367, -0.66346, 0.31378], [-3.06197, -0.05424, -0.45950], [2.62094, -0.73088, 1.00143], [-0.20683, -1.63444, -0.45789], [1.74595, 1.73779, -0.43536], [3.42655, -1.33178, 0.77455], [2.01279, 2.15108, 0.54007], [2.88920, 0.25672, 1.51856], [0.16322, -2.36778, 0.23279], [-0.54141, -1.71595, -1.54073], [-1.29853, 0.82373, -1.07701], [-3.25761, -0.19167, -1.41935], [2.05077, -1.24942, 1.66355], [-3.28063, -0.95288, 0.17417], [0.92083, 2.13261, -0.80404], [-3.78873, 0.68685, -0.11713], [-1.77433, 1.34972, 0.59673], [-0.68148, -0.77295, 1.34659], [2.59687, 2.21119, -0.97167]], "relative_energy_kcal_mol": 85.5, "energy_ev": -14322.864, "max_force_ev_per_a": 5.7, "multiplicity": 1}

=====

# 10
{"formula": "C6H15Al2Br3F5KLiO7", "method": "ωB97M-V/def2-TZVPD", "species": ["Br", "Br", "Br", "K", "Al", "Al", "F", "F", "F", "F", "F", "O", "O", "O", "O", "O", "O", "O", "C", "C", "C", "C", "C", "C", "Li", "H", "H", "H", "H", "H", "H", "H", "H", "H", "H", "H", "H", "H", "H", "H"], "coordinates": [[5.93550, 0.27402, -0.67617], [-6.32099, 1.59221, -2.02583], [6.66365, -2.30754, 1.86651], [-1.18968, -0.32894, -3.05797], [-5.25262, -3.92091, -2.65886], [2.66871, -0.09998, 4.86527], [-6.47977, -3.81004, -3.93055], [5.08965, 0.70742, 2.79242], [-5.62291, -2.74281, -1.37100], [-3.66012, -3.53256, -3.33956], [-5.23019, -5.55780, -1.98659], [-3.65275, 4.89739, 1.97727], [-3.55729, 2.89996, -0.21099], [3.29372, -1.08401, 2.95244], [-3.13584, 0.71888, 0.51379], [-1.80612, 1.50518, -1.18426], [0.09286, -0.10566, -0.73183], [-4.76296, -0.15519, -2.20095], [-1.85943, 0.01557, 0.67041], [-0.13414, 2.05935, 0.56553], [7.53305, -1.95562, 0.15801], [7.64358, -0.47426, -0.10690], [-2.90205, 1.85800, -0.31701], [-0.86382, 0.88772, -0.25851], [2.41058, 1.51082, 2.00791], [7.96596, 0.09735, 0.76353], [-3.67318, 4.41725, 2.81441], [8.32684, -0.28240, -0.93588], [6.96448, -2.48898, -0.60394], [-4.28873, 0.27716, -1.47260], [-1.53933, -0.11478, 1.76055], [-5.50318, -0.61932, -1.75682], [0.91876, 1.67566, 0.83577], [0.19390, -0.08853, -1.71563], [-3.96381, 4.25254, 1.32884], [3.87230, -1.81149, 2.73793], [-0.68123, 2.18566, 1.57688], [8.52353, -2.40470, 0.24633], [-0.08265, 3.05149, -0.00982], [-1.93430, -0.99814, 0.11785]], "relative_energy_kcal_mol": 66.1, "energy_ev": -274229.119, "max_force_ev_per_a": 5.7, "multiplicity": 1, "charge": 1}

=====

# 11
{"formula": "C6H15BBeCl13", "method": "ωB97M-V/def2-TZVPD", "species": ["Cl", "Cl", "Cl", "Cl", "Cl", "Cl", "Cl", "Cl", "Cl", "Cl", "Cl", "Cl", "Cl", "C", "C", "C", "C", "C", "C", "B", "Be", "H", "H", "H", "H", "H", "H", "H", "H", "H", "H", "H", "H", "H", "H", "H"], "coordinates": [[17.20764, 12.55562, -7.56951], [21.32692, 13.62763, -11.57091], [17.34797, 10.42339, -10.59315], [13.14547, 14.79207, -11.80228], [18.54409, 18.43480, -12.62690], [19.96305, 14.21595, -9.10204], [16.58034, 15.30797, -8.66994], [14.97414, 15.96202, -13.69001], [19.22469, 13.66426, -16.32513], [17.58468, 20.62414, -10.82180], [14.28509, 17.36876, -11.39243], [17.02043, 11.68889, -16.23683], [14.50146, 11.22764, -10.83682], [17.48304, 19.88237, -12.44244], [14.57827, 15.73984, -11.98953], [16.23026, 11.71040, -11.05458], [17.93041, 12.94128, -15.36357], [20.28191, 12.96016, -10.29319], [16.07493, 13.97443, -7.67126], [17.74249, 14.77231, -12.04531], [19.49969, 16.16086, -11.11609], [19.32690, 12.66441, -10.72156], [18.40244, 12.49124, -14.49403], [17.23134, 13.71534, -15.05779], [16.44730, 12.61394, -10.49009], [18.76168, 14.57783, -12.52253], [15.13127, 13.60404, -8.06212], [16.43707, 11.93978, -12.09688], [20.80349, 12.10728, -9.86504], [15.33015, 15.22402, -11.39966], [17.88683, 14.53440, -10.94417], [17.77139, 20.66574, -13.13911], [15.98639, 14.39717, -6.67473], [17.53521, 15.88293, -12.18629], [16.45165, 19.60512, -12.64568], [16.93526, 14.10901, -12.46140]], "relative_energy_kcal_mol": 0.0, "energy_ev": -170321.988, "max_force_ev_per_a": 4.4, "multiplicity": 1, "charge": 1}